A:
The following is a DFT calculation (ωB97M-V/def2-TZVPD) of a gas-phase ion, C2H3N2O2 (charge -1).

CARTESIAN COORDINATES (ANGSTROEM)
1 C 3.6280 0.1174 0.3781
2 C 0.0694 -0.0107 0.2123
3 N 2.6109 0.6409 0.8466
4 N 2.0222 0.9835 -0.4963
5 O 4.6800 -0.4083 0.1307
6 O 1.0247 0.0149 -0.7818
7 H 0.0047 -0.9509 0.5888
8 H -1.0296 0.2814 -0.1500
9 H 0.2186 0.7040 0.9863

The multiplicity is 1. As for the net charge: -1. For the gap between HOMO and LUMO, the calculation gives 6.25 eV. Its LUMO energy is 4.320 eV.



B:
The following is a DFT calculation (ωB97M-V/def2-TZVPD) of 2 unconnected molecules or ions with the total composition C2H3N2O2.

CARTESIAN COORDINATES (ANGSTROEM)
1 C 1.7364 1.0470 -0.6655
2 C -1.2618 -0.3186 0.7656
3 N 2.1103 0.4214 0.1993
4 N -0.4144 -0.6078 -0.1472
5 O -0.3582 -0.0785 -1.3015
6 O 0.5590 -1.3149 0.1980
7 H 0.9969 1.6143 -1.1540
8 H -1.2138 -0.8802 1.6127
9 H -2.1544 0.1173 0.4925

The multiplicity is 1. As for the net charge: -1. For the gap between HOMO and LUMO, the calculation gives 7.52 eV. Its LUMO energy is 4.591 eV.



Which of them is the most stable? Correct choice: A.



A:
The following is a DFT calculation (ωB97M-V/def2-TZVPD) of 2 unconnected molecules or ions with the total composition C4H13N3.

CARTESIAN COORDINATES (ANGSTROEM)
1 C 1.9230 -0.2478 0.5830
2 C 0.5135 -1.7829 -0.6102
3 C -1.4055 0.5636 1.0996
4 C -1.6486 0.5823 -1.3758
5 N 2.2591 0.9443 1.0594
6 N 0.8265 -0.4914 -0.0180
7 N -0.8674 0.7926 -0.1974
8 H 2.6568 -1.0770 0.4961
9 H -0.0216 -1.8126 -1.5527
10 H -0.1060 -2.4127 0.0436
11 H 1.3946 -2.2606 -0.9730
12 H -0.6279 0.3371 1.7507
13 H -1.8583 1.4661 1.4183
14 H -2.0374 -0.2522 1.0466
15 H -2.6594 0.9202 -1.0865
16 H -1.3892 1.1037 -2.2541
17 H -1.5661 -0.5186 -1.8057
18 H 3.2313 1.0692 1.4430
19 H 1.5921 1.6537 1.3501
20 H -0.2095 1.4231 -0.4172

The multiplicity is 1. As for the net charge: +2. For the gap between HOMO and LUMO, the calculation gives 7.15 eV. Its LUMO energy is -12.324 eV.



B:
The following is a DFT calculation (ωB97M-V/def2-TZVPD) of a gas-phase ion, C4H13N3 (charge +2).

CARTESIAN COORDINATES (ANGSTROEM)
1 C -0.2879 -0.7611 -1.9411
2 C -0.6743 -0.2929 -0.5392
3 C 0.5461 -0.2916 0.4250
4 N 1.2299 1.9358 3.2458
5 C 1.2785 0.9534 2.3801
6 N 0.4272 0.8233 1.3888
7 N -1.4607 -1.2858 -2.7188
8 H 0.4997 -1.5120 -1.9074
9 H 0.1762 0.0132 -2.5453
10 H -1.0312 0.7428 -0.5819
11 H -1.5067 -0.8500 -0.1105
12 H 0.5022 -1.2260 0.9867
13 H 1.4794 -0.2590 -0.1316
14 H 1.9872 2.0548 3.9158
15 H 0.5830 2.6833 3.0792
16 H 1.9711 0.1490 2.5592
17 H -0.4151 1.3746 1.2518
18 H -2.1615 -1.7238 -2.1145
19 H -1.1817 -1.9849 -3.4199
20 H -1.9612 -0.5430 -3.2221

The multiplicity is 1. As for the net charge: +2. For the gap between HOMO and LUMO, the calculation gives 11.74 eV. Its LUMO energy is -6.628 eV.



Which of them is the most stable? Correct choice: B.



A:
The following is a DFT calculation (ωB97M-V/def2-TZVPD) of a gas-phase ion, C4H13N3 (charge +2).

CARTESIAN COORDINATES (ANGSTROEM)
1 C 1.1107 -0.1983 -1.3661
2 C 0.1318 -0.9816 -0.5334
3 C -0.3828 -0.1863 0.6268
4 C -0.0027 0.9154 1.3699
5 N -0.8054 1.9106 2.0133
6 N -1.8688 -0.2416 0.7134
7 N 1.7969 -1.1312 -2.4016
8 H 1.9420 0.2873 -0.8020
9 H 0.5703 0.6170 -1.9016
10 H 0.4384 -2.0051 -0.2027
11 H -0.9386 -1.0353 -1.0825
12 H 1.1258 0.9748 1.5953
13 H -0.5644 2.8025 1.6448
14 H -0.4561 1.9994 3.0139
15 H -1.9455 0.2394 1.6374
16 H -2.6003 0.1333 0.2030
17 H -2.2644 -1.2340 0.9765
18 H 2.2780 -0.5265 -3.0602
19 H 1.0856 -1.5700 -3.0358
20 H 2.3275 -1.7435 -1.8448

The multiplicity is 1. As for the net charge: +2. For the gap between HOMO and LUMO, the calculation gives 11.05 eV. Its LUMO energy is -6.900 eV.



B:
The following is a DFT calculation (ωB97M-V/def2-TZVPD) of 2 unconnected molecules or ions with the total composition C4H13N3.

CARTESIAN COORDINATES (ANGSTROEM)
1 C 2.0806 0.8149 -0.3127
2 C -1.0999 -1.9532 1.0317
3 C -0.7199 -1.0485 -0.1746
4 C -0.7076 0.2962 0.2478
5 N 2.7527 1.2852 0.7122
6 N 2.3302 0.8130 -1.6171
7 N -1.5735 1.2707 -0.3081
8 H -1.4340 -2.8382 0.6529
9 H -0.2016 -2.0850 1.5806
10 H -1.8111 -1.5613 1.6620
11 H -1.2354 -1.2339 -1.0823
12 H 0.3065 -1.3512 -0.2825
13 H -0.4747 0.6228 1.2553
14 H 2.4701 1.0171 1.6097
15 H 3.6635 1.7198 0.6612
16 H 1.5904 1.2084 -2.2334
17 H 3.3371 0.8022 -1.9677
18 H -1.2396 2.2432 -0.2184
19 H -2.5579 0.9877 -0.0689
20 H -1.5346 1.0931 -1.2900

The multiplicity is 1. As for the net charge: +2. For the gap between HOMO and LUMO (spin up / spin down), the calculation gives 9.69 / 7.05 eV. Its LUMO energy (spin up / spin down) is -8.744 / -9.963 eV.



Which of them is the most stable? Correct choice: A.



A:
The following is a DFT calculation (ωB97M-V/def2-TZVPD) of 2 unconnected molecules or ions with the total composition CH5INP.

CARTESIAN COORDINATES (ANGSTROEM)
1 C 0.3101 -0.3255 -2.0719
2 N 0.3991 0.7835 1.9341
3 P 0.1712 -0.5577 0.9492
4 I -2.1617 -1.2141 0.9151
5 H -0.1079 -1.2970 -1.9303
6 H 1.2763 -0.1881 -2.5061
7 H -0.6317 0.3000 -2.0370
8 H 1.2008 1.1560 2.4455
9 H -0.4563 1.3430 2.3014

The multiplicity is 1. As for the net charge: 0. For the gap between HOMO and LUMO (spin up / spin down), the calculation gives 7.13 / 8.06 eV. Its LUMO energy (spin up / spin down) is 0.018 / -0.188 eV.



B:
The following is a DFT calculation (ωB97M-V/def2-TZVPD) of 2 unconnected molecules or ions with the total composition CH5INP.

CARTESIAN COORDINATES (ANGSTROEM)
1 C 0.4137 -0.5366 1.1795
2 N -1.2228 -1.5138 -0.6468
3 P -0.5510 -2.0565 0.6649
4 I 1.5097 3.1278 -2.5224
5 H 0.4551 0.0306 0.3160
6 H 1.3333 -0.7027 1.8843
7 H -0.1707 -0.0210 1.9830
8 H -1.9790 -2.1249 -0.9957
9 H 0.2117 3.7970 -1.8628

The multiplicity is 1. As for the net charge: 0. For the gap between HOMO and LUMO, the calculation gives 9.12 eV. Its LUMO energy is 0.026 eV.



Which of them is the most stable? Correct choice: B.



A:
The following is a DFT calculation (ωB97M-V/def2-TZVPD) of 2 unconnected molecules or ions with the total composition C3H6FNO2.

CARTESIAN COORDINATES (ANGSTROEM)
1 C -2.7965 -2.4938 0.0389
2 C 1.8074 0.0352 -0.3857
3 C 0.5973 0.2218 0.5384
4 N 0.0505 1.7386 0.3640
5 O -2.5358 -3.0327 -0.9307
6 O -3.0967 -1.9477 1.0138
7 F -0.5093 -0.4200 -0.2777
8 H 1.7265 -0.0276 -1.3874
9 H 2.2895 -0.8511 0.0097
10 H 2.5320 0.8234 -0.0406
11 H -0.9140 1.5042 0.2450
12 H 0.6724 2.2142 -0.4273
13 H 0.1769 2.2355 1.2396

The multiplicity is 1. As for the net charge: 0. For the gap between HOMO and LUMO, the calculation gives 8.00 eV. Its LUMO energy is 0.504 eV.



B:
The following is a DFT calculation (ωB97M-V/def2-TZVPD) of 2 unconnected molecules or ions with the total composition C3H6FNO2.

CARTESIAN COORDINATES (ANGSTROEM)
1 C 1.1014 0.6599 1.0068
2 C -1.5694 0.0407 0.6711
3 C -0.2598 0.8703 0.4434
4 N 0.8390 -1.0034 -1.5196
5 O 2.1894 0.1864 1.1441
6 O 0.3111 1.5471 1.6117
7 F -0.4229 1.5993 -0.6389
8 H -1.3825 -0.6200 1.5231
9 H -1.5548 -0.4456 -0.2864
10 H -2.4336 0.7253 0.9138
11 H 1.4004 -0.8281 -0.7451
12 H 1.4347 -0.8992 -2.3356
13 H 0.3470 -1.8326 -1.7883

The multiplicity is 1. As for the net charge: 0. For the gap between HOMO and LUMO, the calculation gives 10.82 eV. Its LUMO energy is 0.842 eV.



C:
The following is a DFT calculation (ωB97M-V/def2-TZVPD) of C3H6FNO2 in the gas phase.

CARTESIAN COORDINATES (ANGSTROEM)
1 C 0.1079 -0.7544 -0.7207
2 C 1.4375 -1.2432 -1.1829
3 C -1.4992 1.3962 0.9976
4 N 0.2186 -0.3628 0.5810
5 O -0.9522 -0.7779 -1.2792
6 O -1.0050 0.2305 1.5308
7 F 1.4340 0.2291 1.0207
8 H 1.3367 -1.6592 -2.1825
9 H 1.6670 -1.9153 -0.4309
10 H 2.3191 -0.4325 -1.2332
11 H -1.8410 1.2900 0.0130
12 H -0.8248 2.2753 1.2383
13 H -2.3985 1.7242 1.6480

The multiplicity is 1. As for the net charge: 0. For the gap between HOMO and LUMO, the calculation gives 10.49 eV. Its LUMO energy is 0.065 eV.



Which of them is the most stable? Correct choice: B.



A:
The following is a DFT calculation (ωB97M-V/def2-TZVPD) of a gas-phase ion, C5H11OS (charge -1).

CARTESIAN COORDINATES (ANGSTROEM)
1 C 2.0776 1.7268 -0.7351
2 O 2.1278 2.9147 -0.1451
3 C 1.7987 0.4795 0.2492
4 C 0.6301 -0.3939 -0.2575
5 C -0.6942 0.2111 0.1839
6 S -1.9777 -1.0152 0.7225
7 C -1.8444 -2.4315 -0.4172
8 H 3.0759 1.4497 -1.2208
9 H 1.2919 1.6657 -1.5458
10 H 1.5848 0.8673 1.2445
11 H 2.7380 -0.0793 0.2967
12 H 0.6783 -0.3730 -1.3516
13 H 0.7822 -1.4395 0.0244
14 H -1.1665 0.8369 -0.5710
15 H -0.5692 0.8573 1.0514
16 H -2.2083 -3.2270 0.2287
17 H -0.7977 -2.6135 -0.6674
18 H -2.3465 -2.4641 -1.3854

The multiplicity is 1. As for the net charge: -1. For the gap between HOMO and LUMO, the calculation gives 5.28 eV. Its LUMO energy is 3.041 eV.



B:
The following is a DFT calculation (ωB97M-V/def2-TZVPD) of 2 unconnected molecules or ions with the total composition C5H11OS.

CARTESIAN COORDINATES (ANGSTROEM)
1 C 2.0092 -1.5528 0.7886
2 C 0.9007 -2.1601 1.5801
3 C -0.3740 -1.7231 1.4753
4 O -1.4077 -2.1751 2.2409
5 H 2.5676 -2.3486 0.2241
6 H 1.5958 -0.7868 0.0585
7 H 2.8117 -1.0451 1.4699
8 H 1.1207 -2.7942 2.4365
9 H -0.6826 -0.9402 0.7965
10 H -2.2298 -1.8674 1.9045
11 C 0.0252 3.1874 -2.3944
12 C -0.9091 2.1853 -1.5966
13 S -0.0953 0.7896 -0.8169
14 H 0.4442 2.6006 -3.2234
15 H 0.8726 3.5374 -1.7123
16 H -0.4844 4.0698 -2.7995
17 H -1.7322 1.8867 -2.2770
18 H -1.4096 2.8344 -0.8533

The multiplicity is 1. As for the net charge: -1. For the gap between HOMO and LUMO, the calculation gives 6.29 eV. Its LUMO energy is 3.656 eV.



Which of them is the most stable? Correct choice: B.